Record 1
Below is a 4-piece molecular cluster, C2H11NO4 overall, with properties calculated with ωB97M-V/def2-TZVPD.

XYZ file:
```
18
Properties=species:S:1:pos:R:3:forces:R:3
C 0.980 -0.890 -1.478 0.2 -0.3 -0.3
N 0.002 0.124 -1.046 1.2 0.6 -2.6
C -0.274 1.279 -1.720 1.0 -2.3 0.8
O -0.969 2.136 -1.242 -0.9 1.5 0.2
H 1.328 -1.389 -0.588 0.3 0.0 0.4
H 0.521 -1.717 -2.055 0.1 0.7 -0.1
H 1.900 -0.507 -2.021 -1.4 -0.1 0.6
H -0.484 0.010 -0.202 -0.4 -0.2 1.3
H 0.210 1.332 -2.695 0.1 0.2 -0.3
O 0.548 -0.302 2.028 0.5 -1.0 0.6
H -0.102 0.392 1.986 -0.6 1.2 -0.1
H 0.605 -0.501 2.980 0.1 0.0 -0.6
O -0.848 2.171 1.521 -0.3 0.2 -2.4
H -1.316 2.838 2.056 0.2 -0.4 -0.9
H -0.966 2.306 0.453 0.0 -0.1 3.2
O -0.308 -2.794 0.858 -0.4 1.2 -0.9
H -0.094 -1.880 1.174 0.0 -0.9 0.1
H -0.733 -2.610 -0.009 0.3 -0.5 0.9
```
Positions in Å, forces in eV/Å.

- SMILES = CNC=O.O.O.O
- LUMO (eV) = 0.7257
- charge = 0
- energy above the lowest of the compared OMol25 structures with the same formula, charge and spin (kcal/mol) = 24.52
- spin multiplicity = 1
- orbital gap (eV) = 11.0

=====

Record 2
Below is C2H11NO5 as an isolated structure, with properties calculated with ωB97M-V/def2-TZVPD.

XYZ file:
```
19
Properties=species:S:1:pos:R:3:forces:R:3
H -0.202 -0.561 0.960 0.5 0.6 -0.6
O -0.278 0.345 1.751 -0.2 0.2 -1.2
N 0.135 -1.217 -0.114 1.4 4.0 -0.3
H 0.555 0.104 2.137 0.8 0.6 0.8
H -0.069 -2.126 0.020 -2.0 -3.9 -0.1
H 1.131 -1.290 -0.322 0.1 0.8 0.1
C -0.497 -0.440 -1.272 0.3 -4.5 -0.1
H -0.118 -1.023 -2.165 -1.0 1.1 0.6
H -1.564 -0.611 -1.119 -0.1 0.5 -0.4
C -0.049 0.954 -1.396 0.6 2.1 0.0
O 0.047 1.415 -2.526 -0.3 -0.2 0.3
O 0.280 1.608 -0.323 -1.1 0.0 1.5
H -0.153 1.243 0.851 1.2 -1.0 -1.5
O -2.237 -0.012 3.246 -0.3 -3.1 1.3
H -1.635 -0.334 2.565 -0.2 0.5 0.4
H -2.460 0.840 2.997 -0.6 2.5 -0.8
O 2.265 0.065 -1.692 1.0 -0.2 0.3
H 2.800 0.579 -1.008 -1.2 -0.3 -2.4
H 2.049 0.460 -2.592 0.8 0.2 2.2
```
Positions in Å, forces in eV/Å.

- LUMO (eV) = 0.0817
- charge = 0
- energy above the lowest of the compared OMol25 structures with the same formula, charge and spin (kcal/mol) = 53.62
- spin multiplicity = 1
- orbital gap (eV) = 9.9

=====

Record 3
Below is a 4-piece molecular cluster, C2H11NO5 overall, with properties calculated with ωB97M-V/def2-TZVPD.

XYZ file:
```
19
Properties=species:S:1:pos:R:3:forces:R:3
O 0.507 -0.339 0.763 -0.5 -0.2 -0.2
C -0.662 -0.549 0.418 2.7 -0.7 -1.4
N -0.833 -0.738 -0.936 1.8 0.1 2.1
C 0.272 -1.065 -1.841 1.6 -0.4 -1.7
O -0.346 -1.835 -2.833 0.0 -1.2 0.7
H -1.405 -0.618 1.164 -1.3 0.0 0.1
H -1.761 -0.676 -1.249 -1.6 0.1 -1.3
H 0.688 -0.187 -2.532 -0.6 -1.3 2.4
H 1.162 -1.656 -1.215 -2.1 1.8 -1.4
H -0.536 -2.764 -2.541 0.3 1.1 -0.2
H -0.497 3.774 0.464 -2.9 0.6 0.0
H -1.482 2.914 1.054 -0.7 -2.9 2.0
O -1.527 3.703 0.597 3.7 2.3 -1.9
H 4.219 -0.893 0.687 -0.8 0.1 -0.6
H 2.620 -0.883 0.549 2.8 0.4 -1.3
O 3.504 -0.779 0.020 -2.1 -0.4 1.9
H -2.145 0.642 2.683 2.8 1.0 -0.1
H -0.462 0.932 2.526 2.4 -0.7 2.3
O -1.317 1.018 2.224 -5.5 0.4 -1.3
```
Positions in Å, forces in eV/Å.

- LUMO (spin up / spin down) (eV) = -4.5728 / -9.6599
- charge = +1
- energy above the lowest of the compared OMol25 structures with the same formula, charge and spin (kcal/mol) = 70.81
- spin multiplicity = 2
- orbital gap (spin up / spin down) (eV) = 9.5 / 4.4